Entry 1:
This record from the Open Molecules 2025 dataset describes C31H49FKN13O3 as an isolated structure at a distorted geometry. The level of theory is ωB97M-V/def2-TZVPD.

```
98
Properties=species:S:1:pos:R:3:forces:R:3:mulliken_charge:R:1
K 0.71345 0.22360 0.64369 0.00 -0.69 -1.34 1.163
N -2.04130 0.79530 0.86870 -0.19 0.02 0.16 0.018
C -2.90082 1.48410 -0.08655 -0.05 0.00 0.07 -1.348
C -2.20182 1.74440 -1.41835 -0.03 0.09 -0.04 -0.424
N -1.55646 0.59029 -2.01380 0.07 -0.08 -0.02 1.443
C -2.44497 -0.54049 -2.20415 -0.12 -0.01 -0.07 -0.608
C -1.72868 -1.83257 -2.59460 -0.11 -0.03 -0.07 -1.047
N -0.54327 -2.03709 -1.78563 0.18 -0.04 0.15 -0.146
C -0.81630 0.97112 -3.20979 -0.10 -0.01 -0.02 -1.277
C 0.58092 1.47317 -2.88174 0.06 0.11 0.01 0.708
N 1.38092 0.44803 -2.21745 -0.05 -0.21 -0.05 -0.409
H -2.15396 1.17754 1.80179 -0.04 0.00 -0.01 0.248
H -2.28368 -0.19652 0.92846 0.09 -0.05 0.04 0.119
H -3.84428 0.94542 -0.25202 0.08 0.03 -0.03 0.335
H -3.19457 2.45856 0.31658 0.05 -0.01 -0.05 0.519
H -2.94233 2.18138 -2.12024 -0.02 0.01 0.01 0.296
H -1.42605 2.49671 -1.25810 -0.01 0.00 0.05 0.005
H -2.96286 -0.71656 -1.25997 0.05 -0.05 0.02 0.264
H -3.23365 -0.33804 -2.95784 0.06 0.01 0.03 0.147
H -2.47306 -2.64055 -2.51851 0.01 0.06 0.00 0.474
H -1.42854 -1.80346 -3.64664 0.00 0.01 0.01 0.494
H -0.73822 -1.97678 -0.78872 -0.03 0.03 0.01 -0.286
H -0.12247 -2.94713 -1.93119 -0.02 0.04 -0.06 0.257
H -0.71324 0.09841 -3.85277 0.01 -0.04 -0.04 0.251
H -1.37460 1.72936 -3.79027 0.03 0.00 0.02 0.396
H 1.05986 1.81246 -3.80790 -0.05 -0.02 0.01 0.621
H 0.50365 2.34808 -2.22681 -0.01 0.03 -0.01 -0.946
H 0.83358 -0.41351 -2.12768 0.10 0.05 0.05 0.107
H 2.21632 0.22390 -2.74101 0.01 0.03 0.06 0.244
C 0.02685 7.38088 4.43582 -0.08 0.08 0.04 -0.913
C 1.31498 6.63732 4.13254 0.15 -0.08 -0.02 -1.088
N 1.14411 5.63217 3.08923 0.05 0.03 -0.15 0.129
C 0.83082 4.35119 3.46539 -0.05 0.00 0.01 -0.057
C 0.63629 3.30452 2.63768 0.01 0.27 0.01 0.023
C 0.20760 1.97659 3.27097 -0.04 -0.14 -0.01 0.043
O -0.67699 2.07562 4.13130 -0.13 0.09 0.17 -0.769
O 0.78160 0.95292 2.84481 0.07 0.45 0.86 -0.836
C 0.74052 3.52043 1.21234 -0.19 -0.03 0.03 0.771
O 0.61577 2.66406 0.34538 0.06 0.63 -0.09 -0.470
C 0.92918 4.93721 0.81076 0.17 -0.03 0.06 0.052
C 0.92199 5.24066 -0.54775 0.02 0.07 0.02 -1.321
C 1.10139 6.53017 -0.95186 0.01 0.12 -0.05 0.863
F 1.05160 6.82707 -2.28813 -0.01 -0.01 0.07 -0.355
C 1.32460 7.57223 -0.04732 0.05 -0.05 -0.03 -0.701
C 1.35342 7.27102 1.30094 0.00 -0.16 0.00 -0.393
C 1.14357 5.95535 1.75142 -0.02 0.12 0.12 -0.182
N 1.49170 8.93102 -0.44380 -0.07 -0.06 0.03 0.236
C 2.26747 9.31080 -1.59616 0.18 -0.05 -0.02 -0.812
C 1.43193 9.61438 -2.83434 -0.25 0.12 -0.06 -0.642
N 0.33951 10.59165 -2.45317 0.02 0.06 0.01 -0.154
C -0.49513 10.07862 -1.30160 0.02 0.10 -0.26 -0.663
C 0.44059 9.85900 -0.12262 -0.09 0.03 0.11 -0.676
H 0.18503 8.12941 5.21207 0.02 0.01 0.02 0.384
H -0.74143 6.69006 4.78104 0.00 -0.04 0.01 0.329
H -0.35754 7.88524 3.54828 0.01 0.01 -0.02 0.222
H 1.67865 6.10888 5.01399 -0.08 0.05 0.00 0.510
H 2.12003 7.31569 3.84471 -0.04 0.02 -0.02 0.440
H 0.71193 4.21120 4.53159 -0.01 -0.06 0.04 0.524
H 0.76613 4.44136 -1.25868 -0.01 -0.07 -0.03 0.737
H 1.55399 8.07058 1.99795 0.00 0.06 0.01 0.567
H 2.98464 8.52892 -1.84326 -0.06 0.01 0.01 0.430
H 2.85274 10.20622 -1.34112 -0.01 0.01 -0.03 0.380
H 0.91391 8.73541 -3.20721 0.10 -0.01 0.00 0.434
H 2.00715 10.08410 -3.63122 0.07 -0.06 0.04 0.358
H -0.25062 10.78563 -3.26318 0.03 -0.06 0.05 0.352
H 0.76111 11.48385 -2.17970 0.00 -0.06 0.00 0.372
H -0.94159 9.14573 -1.64474 -0.02 -0.01 0.07 0.349
H -1.26997 10.82140 -1.11763 -0.01 -0.04 0.09 0.410
H -0.13822 9.49030 0.72222 0.02 -0.02 -0.02 0.337
H 0.86768 10.82498 0.18085 0.00 0.03 -0.02 0.349
N 5.41715 -1.29338 0.13114 0.16 0.21 -0.09 -0.660
C 4.57696 -2.02231 0.45677 0.23 -0.19 0.03 0.572
N 3.69937 -2.92997 0.84175 0.06 0.01 0.02 -0.851
C 2.46170 -2.54778 0.79913 -0.07 -0.10 -0.04 0.431
N 1.33151 -2.26140 0.78484 -0.23 -0.57 -0.04 -0.379
C 0.27242 -3.25056 4.46406 0.00 -0.02 0.13 -0.816
C 0.31272 -1.86588 3.85894 0.00 0.00 -0.04 -0.258
N -0.89301 -1.66692 3.06476 0.22 0.24 -0.18 0.003
C -1.39490 -2.63135 2.22752 -0.12 0.05 0.33 0.149
N -2.20973 -2.26363 1.29094 -0.02 -0.09 -0.16 -0.271
C -2.88428 -3.29121 0.51672 -0.02 0.07 -0.11 -0.570
C -2.94594 -4.64282 1.20397 -0.06 -0.12 -0.03 -0.781
C -1.55134 -4.98437 1.68258 0.03 -0.04 0.05 -0.701
N -1.09502 -3.93409 2.56760 -0.03 -0.04 -0.09 0.165
C 0.09260 -4.25182 3.34420 0.04 -0.09 -0.04 -0.593
H -0.55937 -3.33031 5.17056 0.02 -0.01 -0.03 0.315
H 1.19835 -3.45988 5.00175 0.02 0.02 -0.01 0.428
H 1.20281 -1.76198 3.23371 0.03 0.01 0.05 0.084
H 0.34028 -1.07691 4.60734 -0.01 -0.04 0.04 0.354
H -0.94392 -0.73433 2.67239 -0.13 -0.12 0.20 -0.196
H -2.37979 -3.42542 -0.44802 0.00 -0.01 -0.03 -0.001
H -3.89630 -2.94286 0.27956 0.03 0.01 0.04 0.410
H -3.31647 -5.41124 0.52027 0.01 0.03 0.00 0.407
H -3.62038 -4.60570 2.06369 0.02 0.02 0.01 0.312
H -0.86434 -5.11097 0.83187 -0.04 0.03 -0.01 0.278
H -1.54138 -5.92177 2.24814 -0.02 0.06 -0.04 0.392
H 0.98063 -4.26244 2.69734 -0.03 0.02 0.04 0.171
H -0.04604 -5.26487 3.73487 0.02 0.06 0.03 0.423
```
Forces are in eV/Å.

Calculated values
ΔE to the lowest compared entry with this formula, charge and spin: 50.12 kcal per mole
spin multiplicity: 1
LUMO level: -1.936 eV
highest occupied orbital energy: -6.4 eV
gap between HOMO and LUMO: 4.45 eV



Entry 2:
This record from the Open Molecules 2025 dataset describes a 3-piece molecular cluster, C27H53B3N2O6 overall at a distorted geometry. The level of theory is ωB97M-V/def2-TZVPD.

```
91
Properties=species:S:1:pos:R:3:forces:R:3:mulliken_spin:R:1
C 3.47098 -3.49533 1.72639 -0.12 -0.11 -0.34 0.008
C 2.82107 -2.48826 1.82974 0.08 0.08 -0.10 -0.001
B 1.97801 -1.22264 1.94243 0.08 0.27 -0.17 0.000
O 2.36630 -0.17175 2.76552 -0.27 -0.52 0.37 0.000
B 1.35112 0.26579 3.59739 0.17 0.04 -0.11 0.000
O 0.04818 -0.04819 3.28441 0.08 0.35 -0.26 0.000
B -0.22458 -0.40932 1.96048 -0.01 -0.06 0.09 0.000
C -1.57671 -0.03125 1.28067 -0.27 -0.07 0.13 0.000
C -2.53357 0.79679 2.15712 -0.20 -0.19 -0.09 -0.007
C -3.39495 -0.10942 3.06098 0.22 0.16 0.01 0.001
C -4.76525 -0.38976 2.43812 -0.05 0.14 0.15 -0.002
C -5.52743 -1.61099 2.96234 -0.04 -0.08 -0.17 0.000
C -4.76339 -2.92656 3.02129 -0.22 -0.05 0.10 0.000
O -4.63968 -3.49827 1.72880 0.16 0.03 0.01 0.000
C -3.33618 -3.61069 1.19668 -0.07 -0.15 -0.07 0.000
O 0.76840 -1.10824 1.29058 -0.03 -0.08 0.30 0.000
H 3.99885 -4.39671 1.50194 0.11 0.14 0.22 -0.005
H 1.62148 0.89945 4.56370 -0.08 0.01 -0.01 0.000
H -1.38003 0.46124 0.32208 0.11 -0.02 0.05 0.000
H -2.08512 -0.96854 1.01196 0.08 0.07 -0.14 0.000
H -1.97541 1.50880 2.76725 0.01 0.02 -0.08 0.000
H -3.20736 1.36124 1.50559 0.09 0.14 0.08 0.010
H -2.84286 -1.03732 3.23934 -0.03 0.04 0.03 0.000
H -3.51621 0.36295 4.04045 -0.09 -0.11 -0.01 0.000
H -4.67510 -0.43185 1.34704 0.09 -0.19 0.06 0.001
H -5.38836 0.48872 2.64169 0.00 -0.02 -0.20 -0.001
H -6.36949 -1.79736 2.28692 -0.05 0.06 0.14 0.000
H -5.96509 -1.40831 3.94563 0.18 0.03 0.03 0.000
H -3.78005 -2.81871 3.48870 -0.03 0.01 -0.02 0.000
H -5.33188 -3.62886 3.64163 0.03 -0.01 -0.07 0.000
H -2.57261 -3.30886 1.91952 0.00 0.06 -0.06 0.000
H -3.25033 -3.00204 0.29164 0.07 0.05 0.07 0.000
H -3.14353 -4.65233 0.92197 -0.02 0.04 0.02 0.000
C -6.58023 5.61215 0.07152 -0.07 -0.04 -0.06 0.017
C -5.21382 4.92122 -0.09648 -0.49 0.16 0.33 0.008
C -4.18431 5.88367 -0.69630 0.12 0.04 -0.10 0.030
C -4.43640 6.19063 -2.17150 -0.05 -0.05 0.02 -0.021
C -4.53816 4.90656 -2.99304 0.17 0.11 0.04 0.030
C -5.56911 3.91506 -2.44370 -0.52 -0.05 -0.22 0.003
N -5.30036 3.71127 -0.98151 0.93 0.31 -0.29 0.409
O -4.31970 2.90566 -0.78787 -0.26 -0.27 0.19 0.532
C -6.99625 4.40957 -2.70178 -0.03 0.06 0.08 0.021
C -5.43326 2.56883 -3.14622 0.11 -0.07 -0.02 -0.006
C -4.77807 4.46518 1.29200 0.21 -0.06 0.06 -0.023
H -6.64569 6.04340 1.07006 0.05 0.02 -0.01 0.002
H -6.74119 6.42479 -0.63431 -0.01 -0.03 -0.04 0.001
H -7.39897 4.90078 -0.02891 0.01 -0.01 0.03 -0.013
H -3.18920 5.44183 -0.58833 -0.03 -0.06 0.02 0.003
H -4.19335 6.80472 -0.10760 0.01 0.00 0.01 0.001
H -5.34304 6.78999 -2.29060 -0.02 -0.02 0.02 -0.001
H -3.61857 6.80219 -2.55699 -0.01 0.02 -0.01 0.002
H -4.79724 5.13596 -4.02974 0.00 -0.01 0.00 0.001
H -3.55963 4.41742 -3.01079 -0.03 -0.06 0.06 0.004
H -7.72218 3.76113 -2.20947 0.00 0.00 0.00 -0.011
H -7.18831 4.37596 -3.77465 0.03 -0.04 0.00 0.000
H -7.17471 5.43076 -2.37999 0.02 0.01 0.01 0.001
H -4.42155 2.17821 -3.08306 0.00 0.01 0.05 0.001
H -5.69120 2.69472 -4.19895 -0.02 0.02 0.01 0.001
H -6.11161 1.83455 -2.70999 -0.01 0.01 0.01 -0.001
H -5.50638 3.77247 1.71720 -0.01 0.00 -0.02 0.000
H -4.71473 5.34033 1.94061 -0.05 0.01 -0.02 0.000
H -3.80575 3.97967 1.28684 -0.02 -0.04 -0.08 0.008
C 6.67254 -2.47925 -2.93763 0.03 -0.09 -0.03 0.019
C 6.64430 -2.42225 -1.39847 -0.27 0.05 -0.55 0.009
C 7.68602 -1.43265 -0.86767 0.12 0.03 0.11 0.035
C 9.12245 -1.92868 -1.02220 -0.04 -0.05 -0.03 -0.024
C 9.29986 -3.30942 -0.39351 0.03 0.17 0.09 0.030
C 8.29322 -4.34370 -0.90811 0.13 -0.37 -0.39 0.012
N 6.91290 -3.76660 -0.78436 0.51 0.54 0.70 0.391
O 6.46973 -3.84913 0.41773 -0.32 -0.26 -0.16 0.534
C 8.61811 -4.75315 -2.34860 -0.05 0.06 -0.06 0.013
C 8.36010 -5.61079 -0.06292 0.00 0.00 0.13 0.000
C 5.23975 -1.98814 -0.99615 -0.05 0.06 0.19 -0.018
H 5.95437 -1.76350 -3.33646 0.02 0.03 0.04 0.001
H 7.64209 -2.22301 -3.36064 0.02 -0.05 0.01 0.001
H 6.38602 -3.46428 -3.30389 -0.03 0.00 0.01 -0.012
H 7.48365 -1.24920 0.19177 -0.05 -0.05 0.00 0.002
H 7.55132 -0.48215 -1.39028 -0.01 0.01 0.01 0.000
H 9.41099 -1.95233 -2.07660 -0.03 -0.01 -0.01 -0.001
H 9.80120 -1.22272 -0.54020 0.01 0.00 -0.01 0.002
H 10.30850 -3.68680 -0.58013 0.00 -0.01 0.00 0.000
H 9.18805 -3.22373 0.69145 -0.08 -0.03 -0.01 0.005
H 7.83659 -5.39955 -2.75015 0.00 0.00 0.00 -0.008
H 9.55259 -5.31516 -2.34869 -0.01 -0.02 0.05 0.001
H 8.75207 -3.91582 -3.02586 -0.01 0.02 0.01 0.000
H 8.22182 -5.40180 0.99410 -0.04 0.02 -0.01 0.001
H 9.33937 -6.07223 -0.19944 -0.01 0.01 -0.03 0.000
H 7.59632 -6.32453 -0.37446 0.00 0.01 -0.01 -0.003
H 4.49778 -2.70192 -1.35834 0.00 0.00 0.00 -0.003
H 5.02838 -1.01656 -1.44612 0.04 -0.02 -0.06 0.000
H 5.12362 -1.89306 0.07933 0.05 -0.07 0.01 0.010
```
Forces are in eV/Å.

Calculated values
spin multiplicity: 3
LUMO level (spin up / spin down): 0.655 / 0.454 eV
highest occupied orbital energy (spin up / spin down): -8.3 / -9.4 eV
gap between HOMO and LUMO (spin up / spin down): 8.92 / 9.81 eV